[1]
This record from OMol25 describes 10 unconnected molecules or ions with the total composition C80H65N5O15 at a distorted geometry. The level of theory is wB97M-V/def2-TZVPD.

Summary:
- highest occupied orbital energy (eV) = -9.22
- Kohn-Sham gap (eV) = 7.95
- ΔE to the lowest compared entry with this formula, charge and spin (kcal/mol) = 0.0
- E_LUMO (eV) = -1.2729
- SMILES string = O=C1c2ccccc2C(=O)c2ccccc21.O=C1c2ccccc2C(=O)c2ccccc21.O=C1c2ccccc2C(=O)c2ccccc21.O=C1c2ccccc2C(=O)c2ccccc21.O=C1c2ccccc2C(=O)c2ccccc21.CC(N)=O.CC(N)=O.CC(N)=O.CC(N)=O.CC(N)=O

Structure (XYZ):
```
165
C80H65N5O15 (wB97M-V/def2-TZVPD)
O -0.18919 -0.77612 -2.99954
C -0.35859 -1.77482 -3.65969
C -0.91892 -2.99031 -2.96724
C -1.36473 -2.86156 -1.64332
C -1.68561 -3.96083 -0.88528
C -1.78883 -5.21243 -1.44249
C -1.38225 -5.36202 -2.76467
C -0.89433 -4.29406 -3.53103
C -0.43301 -4.46365 -4.94478
O -0.23184 -5.53327 -5.45801
C -0.08220 -3.20287 -5.69128
C 0.53099 -3.29710 -6.91732
C 0.77184 -2.15991 -7.71409
C 0.55980 -0.90194 -7.16370
C 0.05217 -0.79385 -5.86991
C -0.16717 -1.92830 -5.10818
H -1.41953 -1.89648 -1.15951
H -2.02740 -3.79690 0.13048
H -2.17337 -6.04276 -0.86602
H -1.30742 -6.33973 -3.22885
H 0.66484 -4.27934 -7.35384
H 1.20532 -2.22122 -8.70194
H 0.74628 0.03326 -7.67522
H -0.09675 0.17407 -5.40735
O -0.70257 8.33493 4.27918
C -0.53940 7.58171 3.33795
C -0.16487 8.09037 1.98757
C -0.03972 9.45750 1.74038
C 0.29842 9.92608 0.49439
C 0.34943 9.02875 -0.57989
C 0.20208 7.67293 -0.33603
C 0.00517 7.16284 0.94869
C -0.16844 5.69824 1.08227
O -0.04138 4.90227 0.18328
C -0.55052 5.24464 2.46096
C -0.76954 3.88118 2.66623
C -1.18081 3.41082 3.88738
C -1.25660 4.27110 4.98076
C -1.05748 5.65009 4.79298
C -0.72887 6.12848 3.52232
H -0.18593 10.05999 2.62910
H 0.43848 10.98646 0.33300
H 0.45730 9.37400 -1.59816
H 0.23300 6.99487 -1.17963
H -0.65113 3.13329 1.89189
H -1.39886 2.36271 4.06004
H -1.48313 3.91650 5.97678
H -1.18216 6.23798 5.68858
O 1.74931 -3.35439 0.09462
C 1.71236 -4.48432 -0.33237
C 2.18755 -4.84352 -1.68947
C 2.42175 -3.85034 -2.61804
C 2.70997 -4.15029 -3.93808
C 2.89475 -5.48329 -4.32063
C 2.77068 -6.49507 -3.36903
C 2.37254 -6.18169 -2.08109
C 1.95694 -7.32470 -1.19659
O 2.17508 -8.47102 -1.49677
C 1.07358 -6.92267 -0.06069
C 0.28505 -7.90230 0.52876
C -0.57483 -7.56551 1.56240
C -0.52779 -6.28982 2.12513
C 0.24042 -5.32096 1.48294
C 0.98789 -5.60159 0.34527
H 2.24812 -2.81205 -2.35823
H 2.73423 -3.33949 -4.65362
H 3.10734 -5.72152 -5.35353
H 2.86916 -7.53667 -3.63902
H 0.26690 -8.94530 0.24501
H -1.15915 -8.35142 2.02398
H -0.97116 -6.13000 3.09823
H 0.21475 -4.28301 1.79300
O -3.04448 2.18035 7.78022
C -2.25445 1.66432 7.01862
C -0.83741 1.48438 7.43061
C -0.39513 1.98164 8.65106
C 0.79346 1.55874 9.23040
C 1.45110 0.48563 8.59742
C 1.12082 0.06523 7.32370
C -0.04232 0.55359 6.75863
C -0.48918 -0.03345 5.46907
O 0.16113 -0.88674 4.90764
C -1.76955 0.47277 4.87859
C -2.12574 0.06016 3.60407
C -3.36935 0.40992 3.11401
C -4.26108 1.19964 3.84003
C -3.87617 1.64211 5.11951
C -2.65623 1.23431 5.64806
H -1.02426 2.77072 9.04816
H 1.16008 1.97066 10.15756
H 2.26367 0.02523 9.14686
H 1.75521 -0.69118 6.88739
H -1.46040 -0.61698 3.08669
H -3.80073 -0.01635 2.21550
H -5.21520 1.46112 3.40663
H -4.48385 2.39927 5.59517
O -7.27663 2.58642 -3.26444
C -6.24719 2.04425 -2.95064
C -5.54620 1.10820 -3.84712
C -6.14899 0.70905 -5.03068
C -5.48281 -0.10710 -5.93046
C -4.26472 -0.66732 -5.57245
C -3.72516 -0.42270 -4.30343
C -4.36795 0.46587 -3.43855
C -3.75873 0.68572 -2.12450
O -2.75760 0.12009 -1.74690
C -4.45847 1.63053 -1.17081
C -3.83441 1.95604 0.02765
C -4.29520 3.00776 0.76357
C -5.47042 3.65852 0.40686
C -6.07661 3.36220 -0.81527
C -5.54659 2.36185 -1.64925
H -7.07301 1.12483 -5.41099
H -5.95291 -0.44286 -6.84512
H -3.72877 -1.28177 -6.28453
H -2.90090 -1.04624 -3.98957
H -2.94870 1.42071 0.34420
H -3.85157 3.30327 1.70801
H -5.83483 4.45843 1.03682
H -6.99213 3.90627 -1.00517
C 4.02619 -2.76845 3.41349
C 4.91321 -3.46363 2.39308
N 6.12995 -2.87856 2.16917
O 4.51804 -4.39902 1.72549
H 3.06561 -2.62278 2.91811
H 4.29952 -1.77087 3.75355
H 3.87499 -3.45755 4.24457
H 6.36343 -2.00273 2.59408
H 6.52725 -3.24108 1.31588
C 6.68469 0.53924 -0.02357
C 5.29677 0.67427 0.56033
N 4.40341 1.31033 -0.23727
O 4.95670 0.13397 1.60080
H 6.73075 -0.11534 -0.89044
H 7.30485 0.07577 0.74528
H 7.07147 1.55076 -0.15229
H 3.47873 1.41529 0.17835
H 4.52655 1.38053 -1.23130
C 3.46597 -0.33262 -4.36762
C 3.70186 -0.74989 -2.95754
N 2.71610 -0.46929 -2.05919
O 4.76351 -1.22477 -2.56175
H 2.39219 -0.19610 -4.51353
H 3.76312 -1.09395 -5.09119
H 3.98481 0.58182 -4.64434
H 1.93119 0.06988 -2.38913
H 2.94953 -0.47515 -1.08018
C -0.02468 0.26451 0.70304
C 1.42956 0.27784 1.12295
N 2.17107 -0.83663 1.24577
O 1.95014 1.38579 1.28790
H -0.36801 -0.76606 0.55160
H -0.14727 0.63564 -0.31478
H -0.55567 0.75606 1.51045
H 3.12434 -0.71089 1.56846
H 1.88384 -1.78055 1.01300
C -0.23660 2.76289 -2.63500
C 1.21996 2.58789 -2.29113
N 1.57258 2.76444 -1.01465
O 2.03520 2.34250 -3.18969
H -0.68045 1.76796 -2.74954
H -0.43668 3.35473 -3.52144
H -0.77715 3.19792 -1.79008
H 2.51333 2.96794 -0.73337
H 0.78867 2.97621 -0.41858
```

[2]
This record from OMol25 describes 11 unconnected molecules or ions with the total composition C80H92N7O14 at a distorted geometry. The level of theory is wB97M-V/def2-TZVPD.

Summary:
- highest occupied orbital energy (eV) = -10.31
- charge = +1
- Kohn-Sham gap (eV) = 7.76
- E_LUMO (eV) = -2.5505

Structure (XYZ):
```
193
C80H92N7O14 (wB97M-V/def2-TZVPD)
C -1.53019 0.16848 2.85327
C -0.06465 -0.00178 2.57129
N 0.25022 -1.28098 1.73493
C 1.72794 -1.24744 1.35659
C 0.07939 -2.55231 2.66003
C 0.68033 -3.85452 1.95350
C -0.62306 -1.32911 0.45804
C -0.73152 -0.02456 -0.37200
O 0.43895 0.75307 -0.34621
C 0.19554 2.09675 -0.84371
H -1.77799 0.74318 3.74569
H -2.05589 -0.72401 3.19268
H -2.05627 0.61619 2.01013
H 0.51000 -0.29262 3.45065
H 0.45902 0.83919 2.11673
H 1.85809 -2.02235 0.60116
H 2.32525 -1.42693 2.25052
H 1.92880 -0.23162 1.01622
H -0.98511 -2.68811 2.85104
H 0.63653 -2.34668 3.57404
H 0.33946 -4.02121 0.93168
H 0.48381 -4.78410 2.48769
H 1.75797 -3.85940 1.78990
H -1.63050 -1.66914 0.69795
H -0.12539 -2.04091 -0.20057
H -1.51232 0.58097 0.08819
H -1.05981 -0.31775 -1.36918
H -0.07435 2.08719 -1.89973
H 1.02215 2.80596 -0.80087
H -0.61091 2.51514 -0.24148
C -0.59126 -6.35111 8.06808
C -1.83090 -7.08195 7.35427
N -2.76060 -6.09160 6.76821
C -3.47797 -5.22560 7.86280
C -4.24026 -5.95686 8.93262
C -3.68382 -6.86079 5.93519
C -4.66339 -5.94132 5.08918
H -0.23393 -5.63050 7.33247
H 0.22006 -7.03674 8.31259
H -0.96083 -5.70435 8.86383
H -1.39985 -7.67422 6.54711
H -2.28346 -7.68003 8.14521
H -2.76517 -4.56659 8.35850
H -4.05088 -4.51700 7.26467
H -5.25912 -6.01559 8.54978
H -3.72814 -6.80874 9.37998
H -4.62683 -5.39057 9.77996
H -4.25848 -7.60614 6.48503
H -3.11384 -7.44582 5.21342
H -4.21775 -5.05927 4.62930
H -5.42226 -5.60337 5.79487
H -5.23033 -6.49165 4.33829
O -6.59986 -0.30281 1.14793
C -7.32063 0.52481 0.75296
N -6.90276 1.10408 -0.33930
C -8.56687 0.90525 1.42623
H -6.05885 0.72697 -0.74635
H -7.55211 1.73398 -0.78840
H -8.43202 1.96240 1.65503
H -8.71365 0.33850 2.34567
H -9.36971 0.74970 0.70557
O -6.44073 2.78562 5.95695
C -6.35991 1.81950 6.68405
N -6.61872 0.56978 6.30962
C -6.07477 2.03913 8.15413
H -6.75134 -0.21291 6.93405
H -6.65643 0.30810 5.33485
H -6.45540 1.15362 8.66314
H -6.63039 2.85913 8.60908
H -5.02333 2.21942 8.37786
O 6.66852 -5.61901 0.65365
C 7.50121 -6.54156 0.90228
N 7.48854 -7.68800 0.17606
C 8.45649 -6.49693 2.08651
H 6.75496 -7.81485 -0.50649
H 7.94555 -8.48200 0.60128
H 9.37081 -6.98232 1.74518
H 8.13074 -6.91758 3.03784
H 8.68221 -5.44284 2.24793
O 4.30581 -2.96748 -4.28054
C 4.28671 -1.97445 -3.66241
N 3.14969 -1.27406 -3.61707
C 5.51095 -1.37742 -2.94944
H 2.90796 -0.39983 -3.17278
H 2.42233 -1.86610 -3.99197
H 5.23918 -0.82099 -2.05243
H 6.12251 -0.88840 -3.70770
H 6.15607 -2.18875 -2.61230
O 5.33415 -2.99038 5.77539
C 5.31698 -4.11009 6.26823
N 5.10501 -5.19247 5.48959
C 5.65014 -4.35219 7.69363
H 4.93452 -5.12584 4.49632
H 5.00711 -6.07589 5.96926
H 5.01736 -5.08809 8.18975
H 5.60969 -3.51280 8.38780
H 6.67983 -4.67505 7.84725
C -7.12593 -8.47238 -3.59785
C -6.58907 -7.48090 -2.77831
C -5.21893 -7.18768 -2.68827
C -4.35949 -7.88258 -3.55878
C -4.92652 -8.80140 -4.44693
C -6.30436 -9.07546 -4.51446
C -4.05623 -9.59141 -5.37764
O -4.46063 -10.50851 -6.13086
C -2.59866 -9.18860 -5.40835
C -1.59364 -9.69605 -6.35223
C -0.32531 -9.34015 -6.50323
C 0.11014 -8.33956 -5.59288
C -0.71143 -7.91026 -4.53708
C -2.00692 -8.30587 -4.40682
C -2.90955 -7.59629 -3.45567
O -2.45065 -6.78130 -2.63977
H -8.16349 -8.77209 -3.60535
H -7.30484 -6.95670 -2.16245
H -4.83233 -6.36114 -2.11054
H -6.67370 -9.86103 -5.15700
H -1.87488 -10.54827 -6.95307
H 0.29932 -9.88743 -7.19369
H 1.14584 -8.06178 -5.72159
H -0.29084 -7.13604 -3.91252
C 5.49892 7.13671 -1.72298
C 6.66389 7.19540 -2.48965
C 7.68556 6.36776 -2.27134
C 7.58576 5.29829 -1.35187
C 6.39107 5.21018 -0.60863
C 5.35730 6.07713 -0.80840
C 6.26007 4.21329 0.55812
O 5.25879 4.14269 1.25437
C 7.38476 3.14835 0.56419
C 7.26503 1.98352 1.34477
C 8.28596 1.03138 1.25078
C 9.49089 1.17873 0.54723
C 9.63224 2.41839 -0.05111
C 8.63659 3.36846 -0.11861
C 8.76448 4.51832 -1.05029
O 9.87366 4.86781 -1.42283
H 4.76139 7.91214 -1.86843
H 6.71322 8.06046 -3.13435
H 8.59214 6.58736 -2.81566
H 4.46123 6.00687 -0.20964
H 6.36408 1.74728 1.89146
H 8.12687 0.13362 1.82967
H 10.34243 0.52117 0.64151
H 10.52113 2.42781 -0.66444
C -0.17100 3.53522 -12.05770
C -0.45978 4.47477 -13.02656
C -1.37200 5.47464 -12.84067
C -1.86567 5.66997 -11.50987
C -1.48620 4.82175 -10.42353
C -0.67883 3.67201 -10.75586
C -1.93733 4.96172 -9.01913
O -1.47618 4.35116 -8.04525
C -3.02963 5.95007 -8.79659
C -3.71421 6.13484 -7.57130
C -4.69598 7.07576 -7.32739
C -5.12013 7.87468 -8.34521
C -4.53310 7.70414 -9.66120
C -3.42921 6.81597 -9.87251
C -2.90368 6.76410 -11.29554
O -3.27133 7.59322 -12.18082
H 0.49235 2.72918 -12.33455
H 0.01265 4.35362 -13.99017
H -1.68028 6.07434 -13.68430
H -0.24949 2.99307 -10.03398
H -3.23512 5.57055 -6.78488
H -5.05384 7.20101 -6.31613
H -5.88348 8.63796 -8.31206
H -4.90606 8.29680 -10.48343
C 0.42581 11.98913 -0.14494
C -0.78689 11.42891 -0.62670
C -1.34207 10.22426 -0.10519
C -0.65133 9.54606 0.96652
C 0.50553 10.20827 1.49974
C 1.02019 11.40252 0.92322
C 1.28856 9.70470 2.68796
O 2.26083 10.26879 3.15109
C 0.68024 8.57206 3.40215
C 1.29908 8.06408 4.52548
C 0.74249 6.95669 5.27811
C -0.47243 6.35607 4.90100
C -1.13266 6.82681 3.73209
C -0.55734 7.97477 3.03928
C -1.17530 8.34721 1.67959
O -2.20340 7.79165 1.22195
H 0.82505 12.86134 -0.64120
H -1.24143 11.86925 -1.50186
H -2.28045 9.92379 -0.54742
H 1.85881 11.88209 1.40608
H 2.14976 8.56230 4.96651
H 1.23874 6.52255 6.13347
H -0.93206 5.51359 5.39633
H -2.07100 6.49234 3.31491
```

What is the E_LUMO in the second record? -2.5505 eV